ORCA calculation (ωB97M-V/def2-TZVPD) on the molecule C2H4O3S.

Results
SMILES ... CS(=O)(=O)C=O
2S+1 ... 1
Energy relative to the best compared isomer or geometry (same formula, charge and spin) ... 135.71 kJ/mol

Geometry as XYZ:
```
10
C2H4O3S, DFT ωB97M-V/def2-TZVPD
C 0.678 0.295 0.356
S 0.113 -0.793 -1.003
O 0.818 -0.474 -2.184
O 0.072 -2.130 -0.519
C -1.872 -0.431 -1.068
O -2.250 0.515 -0.471
H 0.473 -0.207 1.278
H 1.741 0.331 0.130
H 0.391 1.418 0.511
H -2.392 -1.286 -1.489
```